Below is a cluster of 2 separate species, C6H13N3 in total in a non-equilibrium geometry, with properties calculated with wB97M-V/def2-TZVPD.

Cartesian coordinates (Å):
C: -4.217 0.996 -0.579
N: -3.155 -0.124 1.101
H: -0.657 -0.106 -1.150
H: -2.622 0.577 -2.000
C: 2.438 0.523 -0.210
H: 4.258 1.206 0.119
C: -2.375 -0.190 0.013
N: 3.838 0.265 -0.014
H: 1.795 -0.372 -0.343
H: -5.068 0.749 1.499
H: 4.178 -0.156 -0.864
N: -2.970 0.459 -0.986
H: -3.109 -0.531 2.043
H: 0.301 -2.134 -0.164
H: 2.059 1.290 0.448
C: -0.592 -1.787 0.266
H: -0.889 -2.209 1.162
H: 2.394 1.034 -1.171
C: -1.070 -0.730 -0.362
H: 4.009 -0.242 0.863
C: -4.314 0.610 0.705
H: -4.957 1.524 -1.184

Output
Total charge = +2
Molar mass = 127.19 u
Largest force on an atom = 3.13 eV Å⁻¹
LUMO energy = -6.504 eV
HOMO-LUMO gap = 9.77 eV

Below is the ion C6H13N3 with charge +2 in a non-equilibrium geometry, with properties calculated with wB97M-V/def2-TZVPD.

Cartesian coordinates (Å):
C: -0.595 0.839 -0.223
N: -1.361 -0.224 0.041
C: 2.188 1.221 0.524
N: -0.678 2.026 -0.780
H: 0.730 -2.582 0.660
H: 3.116 0.981 1.011
N: 1.365 0.103 0.455
H: -1.443 2.575 -1.378
H: -3.302 0.579 -0.243
H: 0.272 -2.699 -0.971
H: -2.547 0.579 1.557
C: 1.533 -0.931 -0.496
C: 0.455 -1.988 -0.180
C: -0.834 -1.477 0.106
H: 2.595 1.732 -0.468
H: 2.560 -1.390 -0.127
H: -1.602 -2.202 0.398
C: -2.765 -0.058 0.549
H: 1.516 -0.552 -1.461
H: -3.179 -1.044 0.537
H: 1.746 2.021 1.177
H: 0.231 2.489 -0.689

Output
Total charge = +2
Molar mass = 127.19 u
Largest force on an atom = 4.69 eV Å⁻¹
LUMO energy (spin up / spin down) = -10.192 / -10.191 eV
HOMO-LUMO gap (spin up / spin down) = 7.81 / 7.82 eV

Below is the molecule C6H13N3O2 in a non-equilibrium geometry, with properties calculated with wB97M-V/def2-TZVPD.

Cartesian coordinates (Å):
H: 2.304 0.205 0.940
N: -0.566 -0.690 -1.280
N: -0.899 0.773 1.817
H: 1.387 1.515 1.905
H: 0.152 -2.588 -0.771
H: -0.941 1.357 -1.379
H: -2.337 -0.081 -1.912
H: -2.310 -1.840 -1.425
C: 1.216 1.056 -1.549
C: 0.209 0.052 1.290
H: 1.700 1.602 -0.823
O: -2.069 0.485 1.561
H: -2.309 -0.466 -0.142
H: 1.801 0.117 -1.763
N: -0.052 -1.292 0.966
C: 1.585 0.442 1.730
H: -0.985 -1.579 1.190
O: -0.630 1.749 2.480
C: -0.131 0.617 -1.189
H: 1.294 -1.069 -0.435
C: 0.317 -1.521 -0.393
H: 1.187 1.804 -2.410
H: 2.125 0.132 2.767
C: -2.046 -0.780 -1.174

Output
Molar mass = 159.19 u
Largest force on an atom = 3.01 eV Å⁻¹
LUMO energy (spin up / spin down) = -0.230 / -0.225 eV
HOMO-LUMO gap (spin up / spin down) = 7.29 / 7.30 eV